Below is a single C4H9N5 molecule, with properties calculated with wB97M-V/def2-TZVPD.

XYZ file:
```
18
Properties=species:S:1:pos:R:3:forces:R:3:mulliken_charge:R:1
C -0.22762 0.57007 -1.67561 1.8 -0.7 -0.8 -0.92
N -0.83041 0.15173 -0.45803 -0.4 -0.8 1.8 -0.09
C -2.08447 0.80924 -0.31663 -3.3 -2.8 0.2 -1.13
C -0.04120 0.29038 0.74800 -1.3 2.8 -0.5 -0.59
N 0.96197 -0.69851 0.83836 1.5 -1.6 0.0 0.42
C 1.86716 -1.14520 1.75972 -0.7 2.5 0.1 -0.07
N 2.67196 -1.98075 1.20106 0.3 -0.7 1.2 -0.26
N 2.20661 -2.14133 -0.00926 0.9 -1.5 -2.6 -0.53
N 1.22836 -1.39650 -0.28426 -0.5 0.1 0.3 0.03
H -0.19981 -0.24301 -2.43473 -0.7 0.7 0.2 0.26
H -0.62150 1.53035 -2.05018 0.2 -0.4 0.0 0.36
H 0.83212 0.62758 -1.44055 0.3 0.7 -0.4 0.36
H -2.70195 0.64481 0.63305 1.6 0.1 -0.7 0.37
H -1.96969 1.85823 -0.47190 -0.6 1.0 -0.5 0.42
H -2.77196 0.18152 -1.01289 0.8 2.1 0.4 0.33
H -0.77449 0.23213 1.54885 0.4 -0.2 0.4 0.39
H 0.37871 1.35571 0.74345 0.1 -1.2 0.4 0.28
H 2.07620 -0.64646 2.68157 -0.4 -0.1 0.5 0.39
```
Forces are in eV/Å.

Output
Largest force on an atom: 0.0842 Eh/bohr
Total charge: 0
Energy above the lowest of the compared OMol25 structures with the same formula, charge and spin: 74.47 kcal per mole
Lowest unoccupied orbital energy: 0.027 Eh
Highest occupied orbital energy: -9.03 eV
SMILES string: CN(C)Cn1cnnn1